# C2H8N3S

An isolated ion of composition C2H8N3S and charge +1 (wB97M-V/def2-TZVPD, OMol25).

Last column: Mulliken charge in e.
Element x y z (Å)
C  0.33465  -0.30809  0.68230  -0.56
C  -0.12806  0.70634  -0.26934  0.09
N  -0.04358  -2.08869  -0.84003  -0.49
N  0.28880  -1.64263  0.45455  -0.11
N  -0.49727  2.14249  0.23589  -0.32
S  1.53484  0.75801  -0.86589  -0.20
H  0.48777  0.09833  1.61835  0.37
H  -0.93516  0.48961  -1.05413  0.36
H  0.70548  -2.45513  -1.32387  0.23
H  -0.75592  -2.78436  -0.76264  0.26
H  0.80760  -2.39388  1.12395  0.30
H  -1.49454  2.29904  0.35850  0.38
H  -0.18239  2.90285  -0.47304  0.40
H  -0.12224  2.27609  1.11541  0.31

Summary:
Structure (SMILES): NN[C@H]1S[C@@H]1[NH3+]
Orbital gap (eV): 9.0316
Multiplicity: 1
Largest force on an atom (hartree/bohr): 0.0735
E_HOMO (eV): -12.64
Total charge: +1
LUMO level (eV): -3.6



# C4H7NO

C4H7NO in the gas phase (wB97M-V/def2-TZVPD, OMol25).

Last column: Mulliken charge in e.
Element x y z (Å)
O  -2.35196  -0.84799  0.81449  -0.39
N  -0.99792  -1.07472  1.16588  -0.72
C  -0.25098  -0.40504  0.35813  0.46
C  -0.19280  0.99369  -0.30600  -0.39
C  1.26765  0.71779  -0.74256  -0.42
C  1.11990  -0.63818  -0.07012  -0.44
H  -2.81211  -1.34978  1.49489  0.35
H  -0.92298  1.26911  -1.06072  0.29
H  -0.22812  1.67990  0.54136  0.28
H  1.48923  0.67156  -1.81362  0.25
H  1.99282  1.41050  -0.28833  0.26
H  -0.07969  -1.10433  -0.76269  0.15
H  1.91828  -1.18483  0.46257  0.34

Summary:
Orbital gap (eV): 8.3959
Multiplicity: 1
Largest force on an atom (hartree/bohr): 0.0608
E_HOMO (eV): -7.74
LUMO level (eV): 0.7



# C2H11N3O

A 2-piece molecular cluster, C2H11N3O overall (wB97M-V/def2-TZVPD, OMol25).

Last column: Mulliken charge in e.
Element x y z (Å)
C  1.11833  -1.21459  -0.37697  -0.38
C  1.62044  0.03944  0.35309  -0.82
N  -1.06310  -1.86835  0.38513  -0.48
O  -0.28815  -1.21600  -0.59173  -0.31
H  -0.85330  -1.46604  1.29869  0.24
H  -0.80068  -2.85402  0.39923  0.27
H  1.54811  -1.27556  -1.38089  0.29
H  1.40237  -2.12789  0.16433  0.37
H  0.77607  0.60585  0.74576  0.29
H  2.16660  0.68581  -0.32734  0.24
H  2.28097  -0.22603  1.17689  0.29
N  -1.08836  2.38083  -0.76623  -0.53
N  -1.23185  1.56694  0.40427  -0.39
H  -0.23394  2.07855  -1.23179  0.25
H  -1.86065  2.25126  -1.42042  0.23
H  -1.93257  2.01155  0.99680  0.26
H  -1.56034  0.62821  0.17125  0.17

Summary:
Structure (SMILES): CCON.NN
Orbital gap (eV): 10.2749
Multiplicity: 1
Largest force on an atom (hartree/bohr): 0.0124
E_HOMO (eV): -9.21
LUMO level (eV): 1.1



# C5H7NO

C5H7NO in the gas phase (wB97M-V/def2-TZVPD, OMol25).

Last column: Mulliken charge in e.
Element x y z (Å)
C  0.04554  1.49898  -0.06773  -0.27
C  -1.59454  -0.46396  0.06204  0.24
C  -0.77389  -1.39061  0.22406  -0.92
C  0.47969  -0.94997  -0.47452  -0.14
C  0.83205  0.30943  0.48932  -0.13
H  0.44460  1.96672  -1.00757  0.24
H  -0.32805  2.21779  0.86862  0.24
H  -2.66505  -0.50379  0.34021  0.36
H  -1.10491  -2.37894  0.28034  0.35
H  0.40715  -0.88210  -1.42700  0.44
H  2.72018  -0.03210  -0.67347  0.28
H  0.75765  0.28759  1.54821  0.30
N  2.03807  -0.43978  0.08755  -0.57
O  -1.25850  0.76074  -0.25005  -0.43

Summary:
Structure (SMILES): C1=C[C@@H]2N[C@H]2CO1
Orbital gap (eV): 9.5970
Multiplicity: 1
Largest force on an atom (hartree/bohr): 0.1996
E_HOMO (eV): -8.61
LUMO level (eV): 1.0



# C33H25FNO4PPdSe

C33H25FNO4PPdSe as an isolated structure (wB97M-V/def2-TZVPD, OMol25).

Last column: Mulliken charge in e.
Element x y z (Å)
Pd  -0.73403  0.66386  0.06863  -0.09
C  4.81572  -1.57193  5.05019  -1.94
C  3.86626  -0.55666  5.66687  0.54
C  3.29551  -1.07749  6.98136  -0.91
C  2.48992  0.01346  7.66404  -1.15
C  1.48302  0.59999  6.70925  1.13
C  0.36071  1.25620  7.18858  -0.73
C  -0.58305  1.75834  6.30602  0.20
F  -1.66224  2.39425  6.83284  -0.39
C  -0.45962  1.61286  4.95138  -1.18
C  0.67029  0.95349  4.44668  0.58
C  0.75043  0.76660  2.97078  1.41
O  -0.17542  1.20402  2.28710  -1.07
C  1.93183  0.06936  2.51557  -0.14
C  2.83988  -0.33357  3.43301  -0.27
N  2.75286  -0.19730  4.78592  0.55
C  1.64701  0.45640  5.31893  -0.62
C  2.25812  -0.33474  1.06386  -0.35
O  3.40789  -0.77595  0.88469  -0.85
O  1.35133  -0.23600  0.21032  -0.23
H  5.55454  -1.85269  5.80257  0.46
H  5.34953  -1.18005  4.18777  0.52
H  4.27803  -2.46900  4.73992  0.31
H  4.43348  0.36120  5.88815  0.16
H  4.11392  -1.41352  7.62220  0.39
H  2.66043  -1.94209  6.76631  0.20
H  3.17064  0.79641  8.01984  0.35
H  1.97266  -0.37746  8.54397  0.42
H  0.20290  1.36841  8.25463  0.48
H  -1.20148  1.97354  4.25106  0.69
H  3.70895  -0.83454  3.03307  0.62
O  -0.11708  1.25673  -2.56618  -0.65
C  -0.58592  0.41526  -1.83278  0.61
C  -0.73904  -1.00582  -2.38613  0.19
C  -0.19241  -1.22772  -3.64914  -0.98
C  -0.22127  -2.47584  -4.24120  -0.46
C  -0.81314  -3.53111  -3.55927  -0.77
C  -1.37139  -3.32168  -2.30876  -0.21
C  -1.35232  -2.06686  -1.68988  0.72
P  -2.31270  -1.74640  -0.13860  0.13
C  -3.14234  -3.44546  -0.00426  -0.34
C  -4.43895  -3.49998  -0.52068  -0.33
C  -5.19845  -4.65844  -0.45866  -0.58
C  -4.68230  -5.79460  0.15053  -0.40
C  -3.40491  -5.75246  0.69208  -0.70
C  -2.64798  -4.59334  0.61401  0.25
C  -1.12641  -2.05142  1.23685  1.08
C  0.11634  -2.66862  1.10806  -0.35
C  0.88932  -2.93878  2.22756  -0.58
C  0.43104  -2.59682  3.49251  -0.30
C  -0.79271  -1.95582  3.62916  -0.41
C  -1.56082  -1.67809  2.50943  -0.98
H  0.26551  -0.37710  -4.13656  0.46
H  0.21986  -2.63030  -5.21969  0.36
H  -0.84362  -4.52372  -3.99750  0.38
H  -1.83016  -4.16136  -1.80814  0.32
H  -4.85067  -2.60595  -0.97662  0.42
H  -6.19912  -4.67059  -0.87530  0.38
H  -5.27371  -6.70081  0.21331  0.34
H  -2.99389  -6.62997  1.17859  0.39
H  -1.65470  -4.58149  1.04442  0.32
H  0.49743  -2.89713  0.11992  0.31
H  1.86628  -3.39234  2.10418  0.32
H  1.04006  -2.79875  4.36651  0.30
H  -1.13935  -1.64918  4.60909  0.39
H  -2.49214  -1.12873  2.60100  0.33
Se  -2.82126  1.76307  -0.15539  -1.07

Summary:
Orbital gap (eV): 3.1083
Multiplicity: 1
Largest force on an atom (hartree/bohr): 0.0128
E_HOMO (eV): 0.58
Total charge: -2
LUMO level (eV): 3.7



# C26H28O7S

A 2-piece molecular cluster, C26H28O7S overall (wB97M-V/def2-TZVPD, OMol25).

Last column: Mulliken charge in e.
Element x y z (Å)
C  5.97536  0.49117  3.41075  -0.80
O  5.68344  1.62555  2.56397  -0.44
C  4.43440  1.75369  2.04511  0.92
C  4.21823  2.82983  1.14310  -0.88
C  2.97715  3.03826  0.58984  -0.26
C  1.85634  2.26139  1.00065  -0.06
C  0.52603  2.63260  0.65899  0.13
C  -0.52749  2.58038  1.60781  0.07
C  -1.88308  2.75339  1.20477  0.27
C  -2.92040  2.71822  2.09924  -0.99
C  -2.67653  2.47593  3.47883  0.61
O  -3.75403  2.32822  4.29423  -0.44
C  -3.56051  1.68891  5.57471  -0.86
C  -1.33471  2.34862  3.92530  -0.75
C  -0.30247  2.43600  3.01580  -0.80
C  2.10304  1.15746  1.87189  -0.80
C  3.35974  0.88685  2.37700  -0.41
H  7.05669  0.54062  3.53708  0.25
H  5.46695  0.58266  4.38072  0.34
H  5.69759  -0.45794  2.93230  0.33
H  5.06817  3.47470  0.91961  0.42
H  2.81297  3.85038  -0.11887  0.51
H  0.33292  3.11599  -0.29629  0.34
H  -2.08804  2.89646  0.14897  0.67
H  -3.95153  2.83039  1.76113  0.53
H  -4.57411  1.56782  5.95329  0.26
H  -3.06324  0.71335  5.47508  0.38
H  -2.98098  2.33313  6.24735  0.32
H  -1.11754  2.16913  4.98176  0.33
H  0.72052  2.38009  3.38807  0.52
H  1.27004  0.51856  2.17115  0.63
H  3.51414  0.04169  3.05298  0.37
C  -3.90406  4.98184  -0.86325  -0.71
C  -2.55954  5.46587  -1.32303  -0.38
O  -1.78431  4.23852  -1.48319  -0.11
C  -0.60053  4.41430  -2.10310  0.65
C  0.12342  3.09954  -2.32007  -0.16
O  1.18212  3.16225  -3.11616  -0.34
C  0.99372  3.80234  -4.44740  -0.84
S  -0.97963  1.65531  -2.63326  1.54
C  -0.09525  0.54664  -3.74263  0.00
C  -0.84351  -0.10109  -4.72997  -0.49
C  -0.20405  -0.86799  -5.70484  -0.60
C  1.19410  -0.98016  -5.68229  -0.35
C  1.93530  -0.35284  -4.67754  -0.73
C  1.28647  0.38151  -3.68518  -0.03
O  -1.27739  1.00558  -1.36709  -0.71
O  -2.03835  2.14512  -3.49716  -0.74
O  -0.19424  5.49764  -2.50553  -0.71
H  -4.55376  5.82055  -0.59616  0.44
H  -4.37542  4.44607  -1.70003  0.27
H  -3.83172  4.29330  -0.00878  -0.11
H  -2.60405  5.96488  -2.29798  0.34
H  -2.06596  6.11441  -0.58861  0.28
H  1.79115  3.38416  -5.06601  0.29
H  0.01165  3.54013  -4.85604  0.33
H  1.06702  4.88307  -4.30608  0.27
H  -1.92501  0.02378  -4.75159  0.42
H  -0.80630  -1.37314  -6.46610  0.36
H  1.69847  -1.58113  -6.44042  0.36
H  3.02464  -0.43817  -4.64973  0.38
H  1.85283  0.83438  -2.87933  0.39

Summary:
Orbital gap (eV): 4.0138
Multiplicity: 1
Largest force on an atom (hartree/bohr): 0.0586
E_HOMO (eV): -5.99
LUMO level (eV): -2.0